(1)
Molecular formula: C6H4O
Method: DFT, the ωB97M-V functional and the def2-TZVPD basis

Positions of all 11 atoms, in Å:
C (-0.314230, -0.791871, 1.711280)
C (-1.346353, -1.154189, 1.129912)
C (-1.473641, -0.914230, -0.204993)
C (-1.107214, -0.523417, -1.328214)
C (0.239775, 0.092958, -1.155469)
C (0.386894, 1.325605, -0.381165)
O (0.857843, 0.131397, 0.207291)
H (0.488863, -0.668540, 2.407778)
H (1.006174, -0.182047, -1.870228)
H (-0.518636, 1.752841, 0.056004)
H (1.187030, 2.020779, -0.603068)

Cartesian forces (eV/Å) of the 6 atoms listed first:
-0.630 -0.628 0.862
0.120 0.119 -0.072
0.045 0.036 -0.337
-0.114 -0.201 0.820
0.451 0.088 -0.161
0.070 0.412 -0.284

ΔE to the lowest compared entry with this formula, charge and spin: 589.5 kJ/mol
DFT total energy: -305.986995 Ha
net charge: 0
HOMO-LUMO gap: 9.82 eV
HOMO: -9.2 eV

How positive or negative is each atom? The natural (NBO) charges in e answer that: 0.020 -0.202 0.092 -0.183 0.029 -0.092 -0.504 0.241 0.215 0.194 0.190

=====

(2)
Molecular formula: C6H4O3
Method: DFT, the ωB97M-V functional and the def2-TZVPD basis

Positions of all 13 atoms, in Å:
C (0.849762, -0.750524, 0.440398)
C (0.605932, 0.640573, 0.245725)
C (-0.814201, 1.282588, 0.423549)
C (-1.680821, 0.362956, -0.607890)
C (-1.696491, -1.021544, -0.249803)
C (-0.549499, -0.955584, 0.795506)
H (2.588730, -0.886356, -0.165352)
H (1.902681, 2.563352, 0.175944)
H (-2.103428, 0.887472, -1.317918)
H (-1.761298, -1.851051, -1.170702)
O (1.740039, -1.552784, 0.029746)
O (1.706066, 1.175196, -0.146870)
O (-0.787477, 0.105706, 1.547672)

Cartesian forces (eV/Å) of the 6 atoms listed first:
-6.400 1.529 2.258
0.674 0.426 0.600
0.674 -2.846 -1.355
2.565 -4.114 6.096
1.901 1.497 -3.637
-0.790 0.207 -1.258

ΔE to the lowest compared entry with this formula, charge and spin: 1045.0 kJ/mol
DFT total energy: -456.304916 Ha
net charge: 0
HOMO-LUMO gap: 6.11 eV
HOMO: -7.8 eV

How positive or negative is each atom? The natural (NBO) charges in e answer that: 0.164 0.363 -0.122 -0.132 -0.337 0.374 0.506 0.519 0.188 0.252 -0.609 -0.678 -0.487

=====

(3)
Molecular formula: C6H5BF8N3O4S
Method: DFT, the ωB97M-V functional and the def2-TZVPD basis

Positions of all 28 atoms, in Å:
N (2.317486, -1.929826, 0.432984)
C (1.475527, -1.241004, -0.524194)
N (0.712484, -2.274645, -1.218799)
C (1.375913, -3.210572, -1.639274)
O (2.021842, -4.059957, -2.079856)
N (2.401179, -0.458323, -1.354582)
C (1.806163, 0.805193, -1.591150)
O (1.739370, 1.351941, -2.652660)
C (1.223732, 1.213565, -0.249874)
C (0.594867, -0.116431, 0.145022)
F (0.711589, -0.257957, 1.504490)
S (-1.246206, -0.122541, -0.049595)
O (-1.766067, -1.001707, 0.949552)
O (-1.742145, 1.209919, 0.002204)
C (-1.807688, -0.837602, -1.697547)
F (-2.890905, -0.143524, -2.036290)
F (-0.897274, -0.688473, -2.663468)
F (-2.160899, -2.105522, -1.555907)
H (1.762109, -2.426786, 1.118979)
H (2.948386, -1.289418, 0.892881)
H (2.580854, -0.841260, -2.279593)
H (0.555275, 2.061676, -0.261584)
H (2.053594, 1.303584, 0.443491)
B (-2.756793, 3.010501, 3.272146)
F (-3.435400, 1.779355, 3.300637)
F (-2.896412, 3.653792, 4.520223)
F (-1.382857, 2.788235, 3.011465)
F (-3.297720, 3.827786, 2.260301)

Cartesian forces (eV/Å) of the 6 atoms listed first:
-0.206 -0.257 -0.170
1.268 -0.148 0.895
0.068 0.198 -0.091
0.232 0.477 0.069
-0.254 -0.454 -0.148
-1.202 0.379 -1.491

DFT total energy: -1919.131208 Ha
net charge: -1
HOMO-LUMO gap: 9.45 eV
HOMO: -7.3 eV

How positive or negative is each atom? The natural (NBO) charges in e answer that: -0.830 0.397 -0.619 0.918 -0.468 -0.656 0.695 -0.539 -0.557 0.118 -0.320 2.026 -0.880 -0.849 0.763 -0.296 -0.316 -0.295 0.381 0.381 0.397 0.293 0.257 1.346 -0.583 -0.587 -0.592 -0.585

=====

(4)
Molecular formula: C6H5BiNO6
Method: DFT, the ωB97M-V functional and the def2-TZVPD basis

Positions of all 19 atoms, in Å:
Bi (-0.267623, -0.384514, 0.199784)
O (-0.347953, 5.072067, 0.215104)
C (-0.495957, 3.933795, 0.034416)
C (2.018716, -1.151598, 0.241478)
O (3.063556, -0.940743, 0.766835)
C (-1.545435, -2.442852, -0.003724)
O (-2.625763, -2.821478, 0.186443)
C (-0.075986, 0.076254, -2.571528)
O (-0.129376, 0.177237, -3.713442)
N (0.435317, -0.207166, 5.116918)
C (0.984780, 0.930160, 4.279154)
C (0.688915, 0.577240, 2.822916)
O (0.890795, 1.427292, 1.908186)
O (0.233990, -0.633850, 2.659225)
H (-0.524519, 0.082797, 5.348851)
H (0.947024, -0.298731, 6.000620)
H (0.380970, -1.070614, 4.533734)
H (0.558846, 1.896336, 4.602183)
H (2.076405, 1.013671, 4.376646)

Cartesian forces (eV/Å) of the 6 atoms listed first:
0.864 2.384 1.806
-0.662 -4.927 -0.794
0.657 4.734 0.766
7.742 1.788 4.076
-7.226 -1.871 -4.046
-6.078 -2.639 1.199

ΔE to the lowest compared entry with this formula, charge and spin: 32.8 kJ/mol
DFT total energy: -951.161803 Ha
net charge: +3
HOMO-LUMO gap: 6.52 eV
HOMO: -21.4 eV

How positive or negative is each atom? The natural (NBO) charges in e answer that: 1.841 -0.413 0.438 0.501 -0.211 0.460 -0.206 0.463 -0.260 -0.678 -0.348 0.777 -0.598 -0.782 0.459 0.481 0.474 0.305 0.299

=====

(5)
Molecular formula: C6H5BrINO2
Method: DFT, the ωB97M-V functional and the def2-TZVPD basis

Positions of all 16 atoms, in Å:
C (-0.675653, -1.236813, -0.963253)
C (0.765326, -1.123536, -0.979254)
C (-1.016513, 0.237874, 1.033712)
C (-1.439729, -0.644597, -0.035394)
C (-0.249789, 1.334116, 0.958161)
C (1.486549, -1.018377, 0.134236)
N (0.270369, 1.946007, -0.215632)
O (0.194012, 1.367833, -1.282436)
O (0.750848, 3.053071, -0.063787)
Br (-3.322339, -1.001284, 0.005035)
I (3.566428, -0.802833, 0.147233)
H (-1.135327, -1.817851, -1.747727)
H (1.230831, -1.142223, -1.953485)
H (-1.438037, 0.000152, 2.005454)
H (-0.048029, 1.931690, 1.836566)
H (1.061052, -1.083230, 1.120578)

Cartesian forces (eV/Å) of the 6 atoms listed first:
-0.708 0.173 0.621
0.683 -0.085 0.322
0.232 0.648 -0.188
-0.195 -0.656 -0.749
-0.926 -0.251 1.260
0.534 -0.609 -0.444

ΔE to the lowest compared entry with this formula, charge and spin: 41.6 kJ/mol
DFT total energy: -3308.404527 Ha
net charge: 0
HOMO-LUMO gap: 7.59 eV
HOMO: -8.8 eV

How positive or negative is each atom? The natural (NBO) charges in e answer that: -0.171 -0.250 -0.178 -0.104 -0.110 -0.319 0.495 -0.379 -0.374 0.067 0.161 0.235 0.236 0.243 0.237 0.210

=====

(6)
Molecular formula: C6H5BrNO2
Method: DFT, the ωB97M-V functional and the def2-TZVPD basis

Positions of all 15 atoms, in Å:
Br (2.542142, -1.852314, -1.565669)
C (-0.247062, 0.778451, -1.677937)
C (-0.969343, 1.489248, -0.755789)
C (-0.866519, 1.108990, 0.615204)
C (-0.098794, -0.027347, 0.946988)
C (0.590141, -0.770611, -0.038913)
C (0.547935, -0.368888, -1.377457)
N (-0.122804, -0.688267, 2.346449)
O (0.690342, -1.604765, 2.579671)
O (-0.833566, -0.268627, 3.180849)
H (-0.438756, 0.961448, -2.724910)
H (-1.638489, 2.269991, -1.086066)
H (-1.388467, 1.646649, 1.392953)
H (1.153241, -1.654868, 0.220716)
H (1.079998, -1.019089, -2.056090)

Cartesian forces (eV/Å) of the 6 atoms listed first:
5.766 -3.491 -0.773
0.489 -1.822 -0.753
0.451 -0.513 2.099
0.118 -0.382 -0.275
-0.006 -0.932 -0.885
-1.199 1.136 1.009

ΔE to the lowest compared entry with this formula, charge and spin: 336.5 kJ/mol
DFT total energy: -3010.800539 Ha
net charge: -1
HOMO-LUMO gap: 6.40 eV
HOMO: -3.4 eV

How positive or negative is each atom? The natural (NBO) charges in e answer that: -0.798 -0.217 -0.238 -0.244 0.006 -0.207 -0.203 0.542 -0.417 -0.379 0.193 0.203 0.220 0.284 0.254

=====

(7)
Molecular formula: C6H5Cl2IS
Method: DFT, the ωB97M-V functional and the def2-TZVPD basis

Positions of all 15 atoms, in Å:
C (2.031427, -1.037243, 0.029962)
C (3.192487, -0.781362, -0.027019)
C (0.880816, 1.749662, 0.589413)
C (-0.351931, -0.367144, -0.080910)
C (0.674382, -1.348456, 0.522089)
C (-0.394281, 1.025594, 0.574779)
S (1.294932, 2.908300, 1.616261)
Cl (0.722281, -1.058891, 2.289092)
Cl (-1.484979, 2.038620, -0.519299)
I (4.977355, 0.096940, -0.220992)
H (1.590614, 1.351770, -0.177478)
H (-0.143274, -0.212698, -1.190230)
H (-1.357484, -0.863105, 0.040293)
H (0.452412, -2.443975, 0.567785)
H (-0.927200, 1.029613, 1.551094)

Cartesian forces (eV/Å) of the 6 atoms listed first:
-1.510 -1.188 0.782
1.517 0.807 -0.556
1.494 -0.156 -0.338
-1.011 -0.932 -0.966
0.735 0.176 0.136
-1.856 -0.301 0.034

DFT total energy: -1847.781437 Ha
net charge: 0
HOMO-LUMO gap: 8.26 eV
HOMO: -9.0 eV

How positive or negative is each atom? The natural (NBO) charges in e answer that: -0.077 -0.234 -0.314 -0.437 -0.258 -0.245 0.136 -0.044 -0.062 0.313 0.209 0.243 0.244 0.269 0.258

=====

(8)
Molecular formula: C6H5ClIN3
Method: DFT, the ωB97M-V functional and the def2-TZVPD basis

Positions of all 16 atoms, in Å:
C (1.821978, 2.578525, 0.051204)
C (2.513874, 1.374638, 0.254178)
C (0.327753, 0.944345, 0.026798)
C (-0.824479, -1.111890, 0.102041)
C (-0.896377, 0.210776, -0.038328)
C (-1.904261, -2.103559, -0.023638)
N (0.477664, 2.236603, -0.100510)
N (-1.985457, -3.048907, -0.860023)
N (1.596574, 0.383251, 0.171515)
Cl (-3.306631, -1.833143, 0.988862)
I (-2.590760, 1.234538, -0.566143)
H (2.119347, 3.532407, 0.086593)
H (3.539180, 1.190462, 0.331302)
H (0.142872, -1.453327, 0.443317)
H (-2.807633, -3.507288, -0.699444)
H (1.776357, -0.627427, -0.167718)

Cartesian forces (eV/Å) of the 6 atoms listed first:
-1.872 -5.960 0.371
-1.352 2.116 -1.047
2.685 1.681 -0.501
-0.122 -0.186 0.481
-0.256 -0.991 -0.460
-0.679 -0.331 -1.133

ΔE to the lowest compared entry with this formula, charge and spin: 0.0 kJ/mol
DFT total energy: -1153.739066 Ha
net charge: 0
HOMO-LUMO gap: 8.49 eV
HOMO: -8.7 eV

How positive or negative is each atom? The natural (NBO) charges in e answer that: -0.090 -0.062 0.233 -0.305 -0.136 0.247 -0.411 -0.572 -0.526 -0.044 0.248 0.205 0.216 0.221 0.348 0.428

=====

For the records above, the corresponding molar mass values read 92.097 124.095 377.986 396.087 329.919 203.015 306.983 281.484 g mol⁻¹.